DFT (ωB97M-V/def2-TZVPD) results for a cluster of 11 separate species, C41H62N3O32S in total.

As for the charge: +1. As for the energy: -4569.32119 a.u.

Each line ends with the Löwdin charge.
Element x y z (Å)
C  4.864  -5.402  4.636  -0.111
C  4.018  -4.311  5.464  -0.223
C  2.526  -4.848  5.691  -0.129
C  1.413  -4.056  4.823  -0.186
C  1.858  -3.750  3.321  -0.201
N  0.863  -2.983  2.499  -0.444
S  1.536  -1.362  2.224  0.843
C  -0.401  -2.717  3.233  -0.265
C  -0.988  -3.979  4.021  -0.041
N  0.024  -4.635  4.966  -0.040
N  -0.056  -6.029  5.021  0.019
C  -1.349  -6.536  5.504  -0.339
C  -2.003  -6.195  6.915  0.020
O  -1.968  -7.332  4.764  0.088
C  0.465  -6.757  3.857  -0.357
C  1.313  -8.094  4.179  0.019
O  0.300  -6.499  2.658  0.112
H  4.655  -6.465  5.025  0.079
H  4.685  -5.373  3.516  0.077
H  5.981  -5.234  4.842  0.088
H  4.509  -4.272  6.503  0.120
H  4.090  -3.259  5.047  0.109
H  2.258  -4.616  6.788  0.128
H  2.491  -5.972  5.552  0.091
H  1.350  -3.025  5.337  0.177
H  2.810  -3.108  3.358  0.089
H  2.180  -4.705  2.765  0.136
H  2.881  -1.458  1.904  -0.090
H  -0.258  -1.880  4.015  0.111
H  -1.216  -2.336  2.530  0.117
H  -1.452  -4.727  3.299  0.151
H  -1.866  -3.578  4.648  0.152
H  -0.290  -4.304  5.905  0.192
H  -1.157  -6.068  7.685  0.103
H  -2.796  -6.930  7.246  0.112
H  -2.466  -5.145  6.810  0.097
H  1.051  -8.948  3.485  0.102
H  2.429  -7.849  4.162  0.089
H  1.079  -8.401  5.258  0.095
C  3.251  -1.047  -2.850  -0.124
C  4.006  0.068  -2.195  -0.114
O  4.010  -0.313  -0.824  0.062
C  3.846  -1.660  -0.781  -0.555
O  3.971  -2.323  0.212  0.091
O  3.524  -2.159  -2.001  0.076
H  3.591  -1.241  -3.867  0.135
H  2.172  -0.870  -2.865  0.129
H  5.039  0.137  -2.546  0.139
H  3.521  1.036  -2.330  0.142
C  -1.328  0.727  1.112  -0.151
C  -2.518  -0.150  1.356  -0.140
O  -3.612  0.709  1.058  0.075
C  -3.145  1.674  0.218  -0.522
O  -3.832  2.463  -0.361  0.150
O  -1.793  1.629  0.119  0.084
H  -0.464  0.168  0.753  0.100
H  -1.038  1.296  1.996  0.109
H  -2.550  -1.012  0.682  0.133
H  -2.571  -0.506  2.387  0.122
C  -0.238  5.118  2.515  -0.110
C  0.810  5.213  1.450  -0.125
O  1.575  4.023  1.647  0.075
C  0.770  3.130  2.272  -0.554
O  1.039  1.970  2.437  0.083
O  -0.386  3.712  2.687  0.059
H  -1.181  5.575  2.214  0.141
H  0.083  5.559  3.463  0.136
H  0.386  5.199  0.446  0.102
H  1.434  6.099  1.559  0.142
C  -5.475  5.337  -2.650  -0.114
C  -4.205  4.650  -2.248  -0.131
O  -3.217  5.658  -2.456  0.029
C  -3.852  6.859  -2.389  -0.551
O  -3.290  7.916  -2.356  0.147
O  -5.202  6.705  -2.365  0.072
H  -6.337  4.986  -2.081  0.139
H  -5.688  5.233  -3.718  0.134
H  -4.199  4.364  -1.197  0.107
H  -3.997  3.770  -2.856  0.132
C  -0.903  -3.211  -5.095  -0.130
C  -1.505  -1.932  -4.596  -0.130
O  -0.377  -1.075  -4.473  0.056
C  0.581  -1.550  -5.315  -0.549
O  1.592  -0.970  -5.581  0.150
O  0.239  -2.767  -5.815  0.072
H  -1.581  -3.766  -5.745  0.138
H  -0.576  -3.866  -4.282  0.134
H  -2.207  -1.492  -5.310  0.140
H  -2.008  -2.053  -3.635  0.133
C  -2.149  5.326  -6.687  -0.129
C  -2.398  4.767  -5.321  -0.125
O  -3.432  3.816  -5.546  0.053
C  -3.360  3.449  -6.856  -0.546
O  -3.975  2.543  -7.337  0.155
O  -2.497  4.244  -7.544  0.075
H  -1.107  5.621  -6.834  0.092
H  -2.795  6.180  -6.916  0.141
H  -1.524  4.250  -4.915  0.149
H  -2.719  5.529  -4.612  0.112
C  -3.073  -9.613  2.077  -0.140
C  -3.283  -10.188  3.446  -0.148
O  -4.296  -11.161  3.234  0.066
C  -4.241  -11.518  1.921  -0.546
O  -4.842  -12.433  1.446  0.172
O  -3.410  -10.696  1.221  0.065
H  -2.044  -9.293  1.912  0.129
H  -3.744  -8.775  1.867  0.136
H  -2.389  -10.686  3.833  0.134
H  -3.610  -9.438  4.167  0.119
C  4.649  2.134  4.786  -0.132
C  3.406  2.969  4.861  -0.135
O  3.424  3.452  6.198  0.063
C  4.718  3.420  6.618  -0.550
O  5.109  3.912  7.634  0.165
O  5.509  2.756  5.731  0.065
H  5.095  2.138  3.791  0.137
H  4.476  1.098  5.094  0.130
H  3.433  3.821  4.176  0.136
H  2.502  2.389  4.669  0.123
C  0.080  6.646  -10.669  -0.123
C  0.835  7.760  -10.009  -0.127
O  0.806  7.394  -8.634  0.062
C  0.623  6.048  -8.582  -0.548
O  0.717  5.392  -7.583  0.133
O  0.321  5.542  -9.805  0.078
H  0.439  6.437  -11.677  0.139
H  -0.997  6.835  -10.708  0.138
H  1.877  7.813  -10.338  0.138
H  0.366  8.732  -10.163  0.137
C  -0.058  7.516  -4.152  -0.127
C  0.688  8.658  -3.533  -0.117
O  0.729  8.304  -2.156  0.079
C  0.593  6.955  -2.085  -0.515
O  0.750  6.310  -1.086  0.128
O  0.256  6.428  -3.290  0.071
H  0.265  7.309  -5.173  0.130
H  -1.141  7.670  -4.145  0.124
H  1.713  8.742  -3.907  0.137
H  0.181  9.613  -3.674  0.141